1.
The following is a DFT calculation (wB97M-V/def2-TZVPD) of a molecular structure, C3H7Cl2N at a distorted geometry.

Last column: Löwdin charge in e.
Cartesian coordinates (Å):
1 C 0.78464 -0.11287 1.47320  -0.119
2 C 0.69019 0.38120 -0.04188  -1.064
3 C -0.40652 -0.19960 -1.05390  -0.427
4 H 1.41461 -1.06451 1.43315  0.094
5 H 1.49728 0.51438 1.96663  0.058
6 H -0.12705 -0.22384 1.82647  0.006
7 H 0.06165 0.15678 -1.89795  0.038
8 H -0.21314 -1.30380 -0.96540  0.103
9 H -2.47338 0.69158 -1.05470  0.143
10 H -2.09453 -1.29485 -0.35607  0.211
11 N -1.74445 -0.00551 -0.43737  -0.102
12 Cl 2.40224 0.29847 -0.75160  0.525
13 Cl 0.20847 2.16258 -0.14061  0.534

Force components x, y, z for each atom (eV/Å):
5.3566 -0.7021 -4.6502
-0.1664 0.8908 0.6998
1.5352 -2.7837 4.7931
-1.3840 0.7084 -0.0410
-0.2897 0.9039 0.6122
-4.1390 -0.3951 2.1116
-0.5908 0.9824 -2.8209
0.0372 0.8998 -0.7048
2.6070 -3.1425 2.0572
0.3714 5.7180 -0.6613
-2.5509 -2.5578 -2.2267
-1.2502 -0.2364 0.2526
0.4635 -0.2856 0.5784

For the energy relative to the best compared isomer or geometry (same formula, charge and spin), the calculation gives 298.2 kJ/mol. For the LUMO energy, the calculation gives 0.01496 Eh. As for the HOMO-LUMO gap: 0.3750 Eh. The HOMO energy comes out at -9.796 eV. The spin multiplicity is 1.



2.
The following is a DFT calculation (wB97M-V/def2-TZVPD) of a molecular structure, C41H34GeLiN4O2Se.

Last column: Löwdin spin population.
Cartesian coordinates (Å):
1 Li -0.84120 0.72052 0.86143  0.035
2 C -1.00380 1.42010 5.16708  0.000
3 O -0.45628 2.55318 4.42883  0.002
4 C -0.35207 2.12471 3.16525  0.005
5 N -0.63312 0.92099 2.88507  0.007
6 C -1.01271 0.25820 4.14519  0.000
7 C -2.32114 -0.48011 4.04237  0.000
8 C -2.46846 -1.69637 4.69562  0.000
9 C -3.66603 -2.39466 4.61955  0.000
10 C -4.71661 -1.88436 3.87368  0.000
11 C -4.57243 -0.67047 3.21535  0.000
12 C -3.38244 0.03246 3.30596  0.000
13 C 0.08539 3.11794 2.14513  0.011
14 C 0.49079 4.39941 2.47895  -0.001
15 C 0.88611 5.24164 1.45026  0.007
16 C 0.85795 4.77569 0.14597  -0.001
17 C 0.42848 3.47509 -0.08290  0.014
18 N 0.05231 2.66110 0.89423  0.038
19 C 0.41917 2.87352 -1.44278  0.014
20 N 0.04630 1.69499 -1.69084  0.022
21 C 0.28873 1.47623 -3.13080  0.001
22 C 0.81812 2.84089 -3.62874  0.001
23 O 0.89625 3.65850 -2.42983  0.005
24 C -0.93800 0.96776 -3.85805  0.000
25 C -1.04092 1.10856 -5.23869  0.000
26 C -2.13189 0.58940 -5.92102  0.000
27 C -3.13238 -0.07614 -5.22739  0.000
28 C -3.03264 -0.22467 -3.85079  0.000
29 C -1.93850 0.29220 -3.17073  0.000
30 H -0.35863 1.24325 6.02362  0.000
31 H -2.00549 1.68807 5.50016  0.000
32 H -0.22959 -0.46693 4.37902  0.000
33 H -1.63413 -2.11123 5.25054  0.000
34 H -3.76715 -3.34844 5.11974  0.000
35 H -5.63806 -2.44281 3.78173  0.000
36 H -5.37836 -0.28638 2.60491  0.000
37 H -3.26762 0.96344 2.76347  0.000
38 H 0.49549 4.70894 3.51363  0.000
39 H 1.21788 6.24837 1.66429  0.000
40 H 1.16093 5.38796 -0.69029  0.000
41 H 1.06668 0.71206 -3.20611  0.000
42 H 1.81769 2.79377 -4.05520  0.000
43 H 0.13859 3.33236 -4.32231  0.000
44 H -0.25839 1.60627 -5.80037  0.000
45 H -2.19749 0.70434 -6.99513  0.000
46 H -3.98499 -0.47907 -5.75803  0.000
47 H -3.79700 -0.75194 -3.29513  0.000
48 H -1.86921 0.16683 -2.09925  0.000
49 C 3.42612 1.29642 0.97885  0.082
50 Ge 2.00628 0.08886 0.38013  0.457
51 C 1.98079 -1.46972 1.58726  0.097
52 C 0.82271 -2.05094 2.10368  0.009
53 C 0.89510 -3.16723 2.92759  -0.001
54 C 2.12790 -3.71402 3.25289  0.000
55 C 3.28859 -3.15131 2.74105  0.005
56 C 3.21375 -2.03886 1.91262  0.020
57 C 2.46568 -0.52915 -1.41041  0.065
58 C 3.53997 0.02390 -2.05999  0.029
59 C 3.88547 -0.36731 -3.37754  0.001
60 C 3.13484 -1.29826 -4.03014  0.020
61 C 2.00232 -1.88576 -3.40727  0.001
62 C 1.18511 -2.82154 -4.09052  0.002
63 C 0.07582 -3.34628 -3.49435  -0.003
64 C -0.27136 -2.96621 -2.17827  0.004
65 C 0.50570 -2.07254 -1.50028  0.005
66 C 1.66292 -1.50214 -2.08859  0.011
67 H 4.37728 0.76175 0.96100  0.013
68 H 3.22596 1.61353 2.00220  0.000
69 H 3.50907 2.18093 0.34706  0.000
70 H -0.15492 -1.66100 1.84078  0.002
71 H -0.01658 -3.61789 3.29984  0.000
72 H 2.18429 -4.58435 3.89387  0.000
73 H 4.25228 -3.58423 2.97773  0.001
74 H 4.13110 -1.62609 1.50687  0.002
75 H 4.14476 0.77815 -1.57084  0.002
76 H 4.74581 0.07790 -3.86085  0.000
77 H 3.39011 -1.60304 -5.03832  0.001
78 H 1.45558 -3.10714 -5.10024  0.000
79 H -0.54720 -4.05140 -4.02874  0.000
80 H -1.16259 -3.36700 -1.71061  0.000
81 H 0.21215 -1.78380 -0.49873  0.008
82 Se -3.95120 -2.82848 -0.08825  0.002
83 C -2.81229 -1.47609 0.20332  0.001
84 N -2.07149 -0.59481 0.39056  0.003

Force components x, y, z for each atom (eV/Å):
0.1486 0.1323 -0.2208
0.0167 0.0363 0.0010
-0.0412 -0.1740 0.0892
0.0935 0.3284 -0.2339
-0.0188 0.1930 0.0506
0.1295 -0.0059 -0.0648
0.0078 -0.0252 0.0382
-0.0269 -0.0404 -0.0100
0.0057 0.0260 -0.0308
0.0178 0.0129 0.0065
0.0010 -0.0083 0.0085
-0.0176 0.0110 0.0222
-0.1000 -0.1981 0.1704
0.0301 -0.0230 0.0096
-0.0040 -0.0256 -0.0320
0.0196 0.0339 0.0050
0.0701 -0.1686 -0.2819
-0.2332 0.0246 0.2542
0.0180 0.2618 0.3757
0.0277 -0.0337 -0.1325
-0.1276 -0.0096 0.0074
0.0260 0.0517 0.0244
-0.0018 -0.1475 -0.0725
0.0415 -0.0321 0.0383
0.0228 -0.0669 -0.0327
0.0099 0.0156 0.0341
-0.0086 -0.0076 0.0460
0.0433 0.0096 -0.0502
-0.0699 -0.0044 0.0513
-0.0206 -0.0077 0.0069
0.0064 0.0229 -0.0216
0.0220 0.0048 -0.0010
0.0106 0.0036 0.0112
-0.0028 -0.0127 0.0112
-0.0080 -0.0003 -0.0078
-0.0063 -0.0061 -0.0038
-0.0007 -0.0026 0.0073
0.0028 0.0258 -0.0003
-0.0097 0.0106 -0.0006
0.0065 0.0256 0.0129
0.0113 0.0649 -0.0445
-0.0023 -0.0301 -0.0234
-0.0177 0.0072 -0.0045
0.0191 0.0292 0.0065
-0.0004 -0.0001 -0.0148
-0.0074 -0.0118 -0.0056
-0.0197 -0.0184 0.0109
0.0245 -0.0249 0.0327
-0.0426 0.1444 0.0829
0.0449 -0.4890 0.0434
0.0871 -0.0044 0.1088
0.0251 -0.0051 -0.0539
-0.0032 0.0254 -0.0177
0.0278 0.0061 0.0011
-0.0146 0.0117 -0.0145
-0.0586 -0.0317 0.0699
-0.0913 -0.0230 -0.0808
-0.0045 -0.0102 -0.1229
-0.0112 0.0717 0.1067
-0.0535 -0.0594 -0.0089
0.0010 -0.0119 -0.0946
0.0472 0.0275 0.0093
-0.0314 0.0021 0.0779
0.0043 -0.0102 -0.0946
0.0020 0.0661 0.0327
-0.0201 0.0027 0.0800
0.0370 0.0284 0.0069
0.0255 0.0106 0.0104
-0.0059 -0.0003 -0.0113
-0.0237 0.0301 0.0227
-0.0211 0.0137 0.0012
0.0001 -0.0129 0.0004
0.0105 0.0003 0.0045
0.0113 0.0145 0.0083
0.0332 0.0082 0.0208
0.0146 0.0058 0.0024
-0.0105 0.0024 -0.0128
0.0001 0.0082 -0.0127
-0.0092 -0.0032 -0.0038
-0.0122 0.0082 -0.0086
0.0030 0.0097 -0.0555
0.1021 0.0962 -0.0090
-0.1193 -0.1167 -0.0503
-0.0318 -0.0627 -0.0806

For the energy relative to the best compared isomer or geometry (same formula, charge and spin), the calculation gives 0.0 kJ/mol. For the LUMO energy (spin up / spin down), the calculation gives -0.02330 / -0.04147 Eh. As for the HOMO-LUMO gap (spin up / spin down): 0.2331 / 0.2150 Eh. Its expectation value of S² is 0.753. The HOMO energy (spin up / spin down) comes out at -6.977 / -6.979 eV. The spin multiplicity is 2.



3.
The following is a DFT calculation (wB97M-V/def2-TZVPD) of a single CH3NOP2S molecule at a distorted geometry.

Last column: Löwdin spin population.
Cartesian coordinates (Å):
1 C -0.67345 -0.93466 0.73385  0.079
2 N 0.21222 -1.72536 0.33399  0.590
3 O 0.32995 1.58711 0.24430  0.092
4 P -1.08626 0.91214 0.77412  0.077
5 P 1.58819 1.08193 -0.72251  0.350
6 S 1.90965 -0.95695 -0.30968  0.729
7 H -1.47695 -1.38175 1.22310  0.034
8 H -1.64765 0.28851 -0.44902  0.006
9 H 0.84430 1.12902 -1.82815  0.043

Force components x, y, z for each atom (eV/Å):
1.6422 -0.1544 0.3954
-1.7445 0.3766 1.3481
-0.5695 0.0706 0.5283
1.0730 -1.4781 -1.2148
1.2731 -1.2908 2.0896
1.4652 2.5947 -1.7636
-2.2852 -0.9766 0.5109
-0.1072 1.2346 0.2210
-0.7472 -0.3765 -2.1150

For the energy relative to the best compared isomer or geometry (same formula, charge and spin), the calculation gives 141.2 kJ/mol. For the LUMO energy (spin up / spin down), the calculation gives 0.01721 / -0.10682 Eh. As for the HOMO-LUMO gap (spin up / spin down): 0.2408 / 0.2354 Eh. Its expectation value of S² is 2.018. The HOMO energy (spin up / spin down) comes out at -6.084 / -9.313 eV. The spin multiplicity is 3.



Question: Look up the energy relative to the best compared isomer or geometry (same formula, charge and spin) of the first one.
Answer: 298.2 kJ/mol



Copy entry 3 word for word.
The following is a DFT calculation (wB97M-V/def2-TZVPD) of a single CH3NOP2S molecule at a distorted geometry.

Last column: Löwdin spin population.
Cartesian coordinates (Å):
1 C -0.67345 -0.93466 0.73385  0.079
2 N 0.21222 -1.72536 0.33399  0.590
3 O 0.32995 1.58711 0.24430  0.092
4 P -1.08626 0.91214 0.77412  0.077
5 P 1.58819 1.08193 -0.72251  0.350
6 S 1.90965 -0.95695 -0.30968  0.729
7 H -1.47695 -1.38175 1.22310  0.034
8 H -1.64765 0.28851 -0.44902  0.006
9 H 0.84430 1.12902 -1.82815  0.043

Force components x, y, z for each atom (eV/Å):
1.6422 -0.1544 0.3954
-1.7445 0.3766 1.3481
-0.5695 0.0706 0.5283
1.0730 -1.4781 -1.2148
1.2731 -1.2908 2.0896
1.4652 2.5947 -1.7636
-2.2852 -0.9766 0.5109
-0.1072 1.2346 0.2210
-0.7472 -0.3765 -2.1150

For the energy relative to the best compared isomer or geometry (same formula, charge and spin), the calculation gives 141.2 kJ/mol. For the LUMO energy (spin up / spin down), the calculation gives 0.01721 / -0.10682 Eh. As for the HOMO-LUMO gap (spin up / spin down): 0.2408 / 0.2354 Eh. Its expectation value of S² is 2.018. The HOMO energy (spin up / spin down) comes out at -6.084 / -9.313 eV. The spin multiplicity is 3.



Question: Number 2 is which compound?
Answer: C41H34GeLiN4O2Se



Question: Among the records above, which one has the highest energy relative to the best compared isomer or geometry (same formula, charge and spin)?
Answer: C3H7Cl2N